# 1
This record from OMol25 describes a cluster of 2 separate species, C19H18BF3O3 in total. The level of theory is the ωB97M-V functional and the def2-TZVPD basis.

Last column: natural (NBO) charge in e.
Positions of all 44 atoms, in Å:
F (1.259, -5.394, 3.551)  -0.549
F (2.816, -4.333, 2.259)  -0.557
F (2.657, -3.855, 4.495)  -0.548
O (1.234, -1.780, 2.765)  -0.413
O (4.934, 1.495, -1.161)  -0.456
O (-5.212, 1.689, -1.659)  -0.468
C (2.493, 1.728, -1.382)  -0.348
C (-1.461, -0.109, -0.986)  -0.206
C (-0.990, -1.949, 2.637)  -0.300
C (-3.638, -0.075, -2.040)  -0.261
C (0.889, -3.068, 3.022)  0.076
C (-1.800, 1.099, -0.335)  -0.058
C (-3.969, 1.128, -1.393)  0.375
C (-5.499, 2.875, -0.954)  -0.258
C (5.022, 2.826, -1.624)  -0.260
C (-3.021, 1.682, -0.519)  -0.334
C (3.642, 0.995, -1.043)  0.414
C (-0.203, -0.762, -0.804)  0.162
C (-2.438, -0.688, -1.824)  -0.107
C (3.462, -0.311, -0.547)  -0.265
C (0.083, -1.099, 2.532)  0.016
C (2.214, -0.856, -0.424)  -0.063
C (-0.472, -3.203, 2.950)  -0.363
C (1.061, -0.125, -0.775)  -0.213
C (1.243, 1.195, -1.238)  -0.035
B (1.965, -4.219, 3.349)  1.123
H (0.053, -0.041, 2.295)  0.177
H (-0.195, -1.841, -0.841)  0.236
H (6.070, 3.124, -1.623)  0.216
H (-2.030, -1.697, 2.499)  0.208
H (2.088, -1.856, -0.049)  0.258
H (2.599, 2.716, -1.789)  0.232
H (-4.760, 3.645, -1.178)  0.180
H (4.642, 2.896, -2.643)  0.182
H (-1.099, 1.528, 0.359)  0.219
H (-4.340, -0.493, -2.739)  0.241
H (4.473, 3.495, -0.961)  0.184
H (-1.019, -4.120, 3.111)  0.236
H (0.378, 1.757, -1.543)  0.215
H (-5.528, 2.672, 0.116)  0.185
H (-6.481, 3.229, -1.270)  0.213
H (-3.266, 2.581, 0.016)  0.234
H (4.329, -0.885, -0.269)  0.256
H (-2.186, -1.595, -2.344)  0.226

Forces on atoms 1 to 3 (eV/Å):
-0.286 -0.710 0.074
0.831 -0.211 -0.776
0.615 0.020 0.590

Properties
HOMO level: -0.266 hartree
E_LUMO: -3.099 eV
Max |F|: 2.55 eV/A

---

# 2
This record from OMol25 describes a structure of composition C10H22BrCaCl3N6O2. The level of theory is the ωB97M-V functional and the def2-TZVPD basis.

Last column: natural (NBO) charge in e.
Positions of all 45 atoms, in Å:
Br (-2.255, -1.693, -0.304)  -0.830
Ca (-0.360, -0.341, -1.458)  1.752
Cl (-2.502, -1.305, -5.733)  0.113
Cl (-1.286, 1.153, -6.694)  0.130
Cl (0.079, -1.375, -7.061)  0.157
O (-0.757, 1.424, -0.287)  -0.815
O (-1.783, 3.115, 0.664)  -0.462
N (0.186, -0.123, -3.712)  -0.499
N (2.067, 0.580, 0.803)  -0.878
N (-0.265, -0.305, 1.981)  -0.777
N (-2.568, 1.204, -2.238)  -0.688
N (-2.650, 2.197, -1.248)  -0.466
N (1.102, -2.244, -0.094)  -0.929
C (-1.706, 2.224, -0.293)  0.929
C (0.922, -2.482, 2.367)  -0.440
C (-0.986, -0.448, -6.047)  -0.268
C (-2.823, 4.126, 0.655)  -0.281
C (1.850, -2.538, 1.158)  -0.050
C (3.063, -1.632, 1.340)  -0.429
C (-0.330, -0.268, -4.726)  0.407
C (2.761, -0.225, 1.843)  -0.052
C (1.904, -0.273, 3.107)  -0.438
C (0.635, -1.090, 2.916)  -0.040
H (2.487, -0.733, 3.906)  0.256
H (2.218, -3.564, 1.099)  0.213
H (1.403, -3.032, 3.178)  0.255
H (3.713, 0.239, 2.106)  0.215
H (-2.620, 4.757, 1.511)  0.243
H (1.736, -2.472, -0.860)  0.375
H (2.638, 0.566, -0.037)  0.380
H (3.712, -2.101, 2.084)  0.247
H (-2.646, 1.653, -3.145)  0.386
H (-0.012, -3.010, 2.156)  0.238
H (0.347, -2.924, -0.172)  0.397
H (1.660, 0.738, 3.449)  0.224
H (-3.460, 2.796, -1.205)  0.414
H (-1.022, -0.859, 1.547)  0.457
H (-3.335, 0.546, -2.116)  0.402
H (-0.684, 0.497, 2.452)  0.429
H (3.649, -1.593, 0.416)  0.222
H (0.094, -1.191, 3.855)  0.238
H (-2.764, 4.717, -0.258)  0.205
H (-3.801, 3.660, 0.772)  0.201
H (0.338, 0.077, 1.229)  0.472
H (2.049, 1.553, 1.093)  0.386

Forces on atoms 1 to 3 (eV/Å):
-0.755 -0.473 0.301
0.629 -0.366 0.197
-0.030 -0.011 0.017

Properties
HOMO level: -0.559 hartree
Net charge: +2
E_LUMO: -5.273 eV
Max |F|: 0.99 eV/A
Relative energy (zero: lowest compared OMol25 entry of this formula, charge and spin): 13.4 kcal/mol

---

# 3
This record from OMol25 describes an isolated molecule of C6H14N2. The level of theory is the ωB97M-V functional and the def2-TZVPD basis.

Last column: natural (NBO) charge in e.
Positions of all 22 atoms, in Å:
N (2.763, 0.760, -1.189)  -0.865
N (-0.290, -0.109, 2.062)  -0.840
C (1.575, 0.694, -0.493)  -0.008
C (-0.957, 0.285, -0.295)  -0.419
C (-2.639, -0.121, 1.477)  -0.631
C (0.493, -1.049, -1.914)  -0.641
C (0.425, 0.081, -0.915)  -0.117
C (-1.174, -0.492, 1.060)  -0.038
H (3.524, 1.437, -0.731)  0.418
H (-3.532, -0.844, 1.425)  0.216
H (-2.625, 0.106, 2.475)  0.208
H (0.703, -0.412, 1.838)  0.372
H (-1.746, 0.150, -0.958)  0.203
H (-3.141, 0.665, 0.838)  0.201
H (2.687, 0.346, -2.130)  0.404
H (-1.121, -1.590, 1.048)  0.187
H (-0.549, -1.339, -2.186)  0.213
H (0.962, -1.821, -1.396)  0.214
H (1.548, 1.253, 0.479)  0.183
H (1.053, -0.837, -2.816)  0.194
H (-0.383, 0.710, 2.444)  0.350
H (-1.032, 1.226, 0.040)  0.196

Forces on atoms 1 to 3 (eV/Å):
1.631 0.917 1.552
3.637 -6.176 -1.367
-2.212 0.672 0.715

Properties
HOMO level: -0.266 hartree
E_LUMO: 0.909 eV
Max |F|: 7.30 eV/A
Relative energy (zero: lowest compared OMol25 entry of this formula, charge and spin): 63.6 kcal/mol
SMILES string: C/C(=C\N)C[C@H](C)N

---

# 4
This record from OMol25 describes a structure of composition C42H37BrMnN7O5S. The level of theory is the ωB97M-V functional and the def2-TZVPD basis.

Last column: Löwdin spin population.
Positions of all 94 atoms, in Å:
Br (2.229, -6.666, -2.736)  0.000
Mn (0.687, -0.333, 1.482)  1.995
S (1.537, 0.224, 3.443)  -0.019
O (-0.461, -2.548, -0.132)  0.007
O (-1.399, -1.907, -2.739)  0.001
O (-1.218, -4.952, 0.423)  -0.003
O (2.085, -1.689, 1.091)  -0.007
O (-2.260, 0.851, -0.714)  0.005
N (1.334, -1.648, -2.372)  0.000
N (-0.628, 2.783, 5.362)  0.181
N (1.776, 0.193, -0.800)  0.012
N (0.129, 1.702, 5.125)  0.421
N (-0.512, 1.864, 2.892)  0.206
N (-0.091, -1.188, -0.306)  -0.003
N (-0.374, 1.281, 1.659)  0.082
C (-1.255, -6.340, 0.690)  0.000
C (-0.693, -1.398, -3.783)  0.001
C (-0.264, 6.644, 3.779)  0.019
C (-0.453, -0.530, -6.019)  0.001
C (1.913, 2.537, -1.009)  0.002
C (-1.047, -4.125, 1.500)  -0.003
C (2.063, -2.051, -0.083)  0.010
C (0.751, 5.715, 3.584)  -0.001
C (0.683, -1.226, -3.560)  0.000
C (-0.721, 2.206, 0.683)  0.001
C (4.208, -5.593, -1.000)  0.002
C (2.272, -4.193, -1.354)  0.002
C (2.976, -5.360, -1.591)  0.000
C (1.193, -1.150, -1.019)  0.004
C (-0.638, -2.816, 1.225)  0.007
C (-1.396, 6.264, 4.487)  -0.001
C (0.643, 4.426, 4.074)  0.022
C (0.153, 4.369, -1.538)  0.065
C (-0.978, 4.262, -0.401)  0.008
C (1.460, -0.728, -4.598)  0.001
C (-1.515, 4.976, 4.981)  0.018
C (-0.499, 4.048, 4.774)  0.012
C (-1.702, 3.235, -1.276)  0.020
C (-0.586, -2.263, 3.525)  0.006
C (1.486, 3.798, -1.185)  0.034
C (0.909, -0.387, -5.825)  0.000
C (4.042, -3.490, 0.150)  0.002
C (-0.376, -1.870, 2.197)  -0.070
C (-0.272, 2.254, -2.932)  0.606
C (-0.621, 3.536, 0.834)  0.052
C (2.821, -3.257, -0.480)  0.000
C (-1.251, -1.030, -4.997)  0.002
C (0.276, 1.377, 3.809)  -0.007
C (-1.035, -3.536, 3.825)  -0.005
C (-2.777, -2.185, -2.918)  0.000
C (4.739, -4.653, -0.128)  0.000
C (-1.248, 1.856, -0.714)  0.004
C (-0.798, 3.540, -2.486)  0.084
C (-0.207, 1.333, -1.767)  0.086
C (1.181, 1.273, -1.185)  0.050
C (-1.254, -4.479, 2.821)  0.017
C (-3.275, 1.034, 0.269)  0.001
H (5.695, -4.839, 0.344)  0.000
H (0.286, 5.391, -1.891)  0.004
H (4.742, -6.509, -1.213)  0.000
H (2.329, -1.713, -2.554)  0.000
H (1.646, 5.998, 3.046)  0.000
H (2.932, 2.388, -0.671)  0.000
H (-0.426, -6.637, 1.339)  0.000
H (-2.929, -2.841, -3.778)  0.000
H (-0.864, -0.777, -0.830)  0.000
H (-2.315, -1.143, -5.153)  0.000
H (-3.093, -2.692, -2.010)  0.000
H (0.179, 2.025, -3.884)  0.034
H (1.298, -4.031, -1.790)  0.000
H (-1.163, -6.840, -0.271)  0.000
H (2.523, -0.600, -4.431)  0.000
H (-1.581, -5.476, 3.075)  0.001
H (-1.196, -3.816, 4.857)  -0.001
H (-2.198, 6.971, 4.651)  -0.001
H (-0.395, -1.563, 4.324)  0.000
H (-0.511, 0.352, -2.082)  0.013
H (-0.171, 7.649, 3.392)  0.001
H (2.239, 4.550, -0.972)  0.002
H (-3.675, 2.050, 0.240)  0.000
H (-4.069, 0.330, 0.027)  0.000
H (-2.779, 3.305, -1.408)  0.000
H (-1.223, 4.167, -3.267)  0.004
H (-2.888, 0.833, 1.269)  0.000
H (-2.200, -6.633, 1.159)  0.000
H (-1.472, 5.220, -0.245)  0.002
H (4.426, -2.761, 0.849)  0.000
H (-0.906, -0.256, -6.962)  0.000
H (-0.210, 4.006, 1.716)  0.005
H (1.443, 3.713, 3.925)  0.004
H (-3.345, -1.260, -3.043)  0.000
H (-2.404, 4.677, 5.521)  0.002
H (1.544, -0.007, -6.612)  0.000
H (-1.009, 2.777, 6.298)  0.002

Forces on atoms 1 to 3 (eV/Å):
-0.010 -0.020 -0.017
-1.204 0.442 0.531
0.064 -0.005 -0.219

Properties
HOMO level (spin up / spin down): -0.229 / -0.241 hartree
2S+1: 5
E_LUMO (spin up / spin down): -0.658 / -0.792 eV
Max |F|: 1.39 eV/A
Relative energy (zero: lowest compared OMol25 entry of this formula, charge and spin): 196.6 kcal/mol